(1)
The following is a DFT calculation (the ωB97M-V functional and the def2-TZVPD basis) of a structure of composition C30H39AuF4N3.

Results
Highest occupied orbital energy   -3.78 eV
Lowest unoccupied orbital energy   0.100 hartree
Frontier orbital gap   0.2389 Eh
Electronic energy   -1866.04526 hartree

ORCA input file:
```
! wB97M-V def2-TZVPD RIJCOSX def2/J DEFGRID3
* xyz -1 1
Au -0.84 0.80 0.37
C -0.61 0.30 -3.84
C -1.69 -0.46 -3.08
N -2.42 0.38 -2.14
C -3.08 1.53 -2.73
C -4.13 1.23 -3.81
C -3.26 -0.41 -1.27
C -3.88 0.32 -0.08
N -2.94 1.04 0.78
C -3.32 1.39 2.02
C -2.49 2.23 2.83
F -1.40 2.80 2.27
C -2.74 2.54 4.14
F -1.85 3.30 4.81
C -3.88 2.11 4.80
C -4.77 1.41 4.03
F -5.94 1.01 4.58
C -4.54 1.09 2.71
F -5.59 0.48 2.08
H 0.03 -0.40 -4.38
H 0.00 0.87 -3.14
H -1.04 0.99 -4.58
H -1.20 -1.24 -2.48
H -2.37 -0.97 -3.78
H -2.31 2.18 -3.15
H -3.55 2.10 -1.92
H -3.66 0.84 -4.72
H -4.67 2.14 -4.07
H -4.86 0.49 -3.46
H -2.65 -1.23 -0.88
H -4.10 -0.87 -1.82
H -4.40 -0.45 0.48
H -4.65 1.01 -0.45
H -4.06 2.33 5.84
C 5.72 0.93 -1.53
C 4.31 1.38 -1.27
C 3.89 2.64 -1.67
C 2.58 3.05 -1.40
C 2.09 4.40 -1.84
C 1.73 2.19 -0.74
C 2.09 0.88 -0.33
C 3.43 0.52 -0.61
N 1.14 0.09 0.26
C 1.44 -1.23 0.81
C 1.84 -2.26 -0.28
C 2.10 -3.64 0.33
C 3.22 -3.54 1.37
C 2.79 -2.57 2.49
C 1.52 -3.10 3.15
C 0.42 -3.18 2.10
C 0.83 -4.16 0.99
C 0.18 -1.80 1.49
C 2.54 -1.18 1.89
H 6.28 1.68 -2.09
H 5.73 0.00 -2.11
H 6.26 0.73 -0.60
H 4.58 3.31 -2.18
H 2.92 5.01 -2.22
H 1.62 4.94 -1.02
H 1.35 4.30 -2.64
H 0.72 2.52 -0.51
H 3.83 -0.44 -0.33
H 2.73 -1.93 -0.82
H 1.03 -2.31 -1.02
H 2.41 -4.33 -0.47
H 4.14 -3.18 0.90
H 3.42 -4.53 1.79
H 3.59 -2.50 3.23
H 1.21 -2.41 3.95
H 1.70 -4.08 3.60
H -0.51 -3.53 2.56
H 0.03 -4.23 0.25
H 0.99 -5.16 1.40
H -0.14 -1.10 2.27
H -0.62 -1.85 0.75
H 3.47 -0.80 1.49
H 2.22 -0.48 2.67
*
```

---

(2)
The following is a DFT calculation (the ωB97M-V functional and the def2-TZVPD basis) of a structure of composition C30H39BCl5GeN9O6Rb.

Results
Highest occupied orbital energy (alpha / beta)   -4.61 / -4.61 eV
Lowest unoccupied orbital energy (alpha / beta)   0.001 / 0.001 hartree
Frontier orbital gap (alpha / beta)   0.1707 / 0.1709 Eh
Energy above the lowest of the compared OMol25 structures with the same formula, charge and spin   0.000 eV
Electronic energy   -6537.66721 hartree

ORCA input file:
```
! wB97M-V def2-TZVPD RIJCOSX def2/J DEFGRID3
* xyz -1 1
Rb -0.44 -0.33 0.19
C -2.30 2.31 -4.23
C -1.65 2.99 -3.02
C -1.04 4.33 -3.32
C -2.59 3.08 -1.83
O -0.66 2.11 -2.46
Ge 1.13 1.96 -2.87
O 1.91 2.31 -1.30
C 3.27 2.66 -0.88
C 4.09 1.36 -0.87
C 3.88 3.68 -1.83
C 3.01 3.23 0.51
O 1.21 0.20 -3.34
C 1.66 -0.23 -4.59
C 0.85 0.39 -5.74
C 1.44 -1.76 -4.56
C 3.15 0.22 -4.74
H -3.12 2.96 -4.53
H -1.60 2.21 -5.06
H -2.68 1.35 -3.98
H -1.91 4.93 -3.56
H -0.60 4.74 -2.40
H -0.37 4.31 -4.18
H -3.21 3.98 -1.96
H -3.26 2.22 -1.80
H -2.06 3.11 -0.88
H 4.42 1.14 -1.87
H 4.97 1.48 -0.27
H 3.51 0.51 -0.46
H 3.99 3.26 -2.80
H 3.24 4.55 -1.95
H 4.85 3.93 -1.41
H 2.01 2.99 0.88
H 3.75 2.93 1.26
H 3.19 4.30 0.41
H -0.25 0.48 -5.55
H 1.18 1.38 -6.05
H 0.92 -0.24 -6.65
H 0.39 -1.91 -4.29
H 1.64 -2.22 -5.50
H 2.01 -2.26 -3.76
H 3.22 1.30 -4.67
H 3.80 -0.26 -4.05
H 3.44 -0.08 -5.73
C 3.23 -0.89 3.86
C 2.65 -1.33 2.61
N 1.35 -1.10 2.60
N 0.99 -0.66 3.83
C 2.12 -0.41 4.56
B -0.45 -0.59 4.37
N -1.17 0.69 3.85
C -2.50 0.95 4.09
C -2.70 2.31 4.15
C -1.40 2.83 3.87
N -0.48 1.87 3.75
N -1.19 -1.89 3.78
C -1.19 -3.22 4.20
C -1.49 -3.99 3.11
C -1.66 -3.08 2.03
N -1.54 -1.83 2.47
N -0.45 -0.56 5.95
C -0.80 0.39 6.83
C -0.69 -0.14 8.10
C -0.14 -1.40 7.93
N 0.03 -1.70 6.63
H 4.27 -0.98 4.15
H 3.16 -1.90 1.83
H 2.09 0.07 5.53
H -3.14 0.14 4.27
H -3.65 2.88 4.27
H -1.18 3.89 3.74
H -0.98 -3.47 5.23
H -1.40 -5.06 3.09
H -1.71 -3.48 1.00
H -1.16 1.33 6.50
H -0.93 0.26 9.09
H 0.28 -1.99 8.70
Cl -0.85 -4.44 -2.66
C -2.46 -4.00 -2.56
C -2.67 -2.87 -1.61
C -3.99 -2.19 -1.72
Cl -4.28 -0.81 -0.67
C -4.96 -2.62 -2.66
Cl -6.57 -1.91 -2.52
C -4.60 -3.60 -3.57
Cl -5.50 -3.79 -5.03
C -3.43 -4.40 -3.45
Cl -3.53 -6.04 -4.11
O 2.49 -6.73 3.28
N 2.38 -6.07 2.29
O -1.78 -2.44 -0.87
O 3.21 -5.64 1.56
*
```

---

(3)
The following is a DFT calculation (the ωB97M-V functional and the def2-TZVPD basis) of a structure of composition C30H39Br36N4O4.

Results
Highest occupied orbital energy   -10.32 eV
Lowest unoccupied orbital energy   -0.145 hartree
Frontier orbital gap   0.2343 Eh
Electronic energy   -94350.22056 hartree

ORCA input file:
```
! wB97M-V def2-TZVPD RIJCOSX def2/J DEFGRID3
* xyz 1 1
C -1.83 1.32 2.00
C -1.24 0.49 1.37
N -0.64 -0.19 0.34
C -0.24 0.73 -0.64
N 0.96 0.93 -1.04
N -1.33 1.35 -1.21
C -2.29 0.23 -1.43
N -2.13 -0.09 -2.84
C -2.49 1.15 -3.59
C -1.44 1.89 -4.33
O -3.63 1.53 -3.56
C -3.13 -1.07 -3.31
C -4.29 -1.46 -2.42
O -2.96 -1.52 -4.41
C -1.80 -0.87 -0.39
C -1.39 -2.22 -0.90
C -1.49 -3.38 0.14
C -2.82 -3.55 0.93
C -2.58 -3.69 2.48
C -3.20 -2.63 3.45
C -2.17 -2.23 4.53
O -2.67 -1.08 5.26
C -1.76 -0.63 6.18
O -1.11 -1.35 6.87
C -1.61 0.86 6.34
C -0.47 1.49 6.11
H -2.45 1.85 2.68
H 1.15 1.40 -1.92
H 1.77 0.59 -0.53
H -1.70 2.16 -0.71
H -3.25 0.63 -1.10
H -0.70 1.26 -4.83
H -1.90 2.59 -5.03
H -0.91 2.51 -3.59
H -4.95 -0.60 -2.31
H -3.93 -1.83 -1.46
H -4.78 -2.30 -2.89
H -2.55 -0.85 0.40
H -0.33 -2.18 -1.14
H -1.96 -2.54 -1.76
H -0.62 -3.38 0.81
H -1.39 -4.27 -0.48
H -3.27 -4.50 0.64
H -3.57 -2.79 0.71
H -2.98 -4.66 2.78
H -1.50 -3.72 2.67
H -3.55 -1.74 2.93
H -4.05 -3.12 3.93
H -2.06 -3.06 5.22
H -1.23 -2.01 4.01
H -2.47 1.46 6.63
H 0.25 1.10 5.39
H -0.22 2.43 6.59
C 2.09 -3.71 4.43
Br 1.23 -4.75 3.06
Br 4.01 -3.88 4.34
Br 1.54 -1.86 4.39
H 1.78 -4.11 5.38
C 1.81 6.38 4.28
Br 3.25 5.62 5.29
Br 1.62 5.52 2.55
Br 0.14 6.37 5.23
H 2.06 7.42 4.09
C -4.92 -5.65 -5.50
Br -4.27 -7.21 -4.56
Br -6.84 -5.50 -5.38
Br -4.04 -4.04 -4.91
H -4.68 -5.79 -6.54
C 2.45 5.39 -1.17
Br 1.48 3.82 -1.85
Br 4.33 5.32 -1.62
Br 1.64 7.05 -1.76
H 2.38 5.36 -0.10
C -2.15 -7.17 -7.85
Br -2.81 -8.49 -9.09
Br -0.29 -7.44 -7.44
Br -2.49 -5.38 -8.48
H -2.70 -7.30 -6.93
C -1.86 10.10 4.52
Br -2.75 8.54 3.80
Br 0.04 10.04 4.23
Br -2.63 11.73 3.85
H -2.02 10.08 5.59
C -3.58 5.24 -2.22
Br -5.08 6.30 -1.67
Br -2.42 6.21 -3.41
Br -2.60 4.56 -0.69
H -3.97 4.38 -2.76
C 2.92 -9.87 -5.43
Br 2.92 -8.72 -6.97
Br 4.46 -9.57 -4.32
Br 1.28 -9.73 -4.43
H 2.98 -10.89 -5.79
C 7.62 5.63 1.23
Br 8.80 4.28 1.93
Br 5.93 5.64 2.17
Br 8.44 7.36 1.23
H 7.41 5.37 0.21
C 7.81 -7.63 -3.71
Br 8.45 -7.97 -1.93
Br 7.15 -5.82 -3.90
Br 9.13 -8.04 -5.04
H 6.97 -8.29 -3.88
C 5.54 4.44 8.81
Br 6.93 4.34 10.14
Br 4.71 6.18 8.78
Br 6.19 3.94 7.06
H 4.78 3.73 9.08
C 2.63 4.48 -3.90
Br 2.84 2.56 -3.53
Br 3.27 4.92 -5.65
Br 0.79 5.09 -3.63
H 3.24 5.01 -3.17
*
```

---

Q: Which of these has the lowest electronic energy?
A: C30H39Br36N4O4

---

Q: The highest electronic energy belongs to which entry?
A: C30H39AuF4N3

---

Q: The highest electronic energy belongs to which entry?
A: C30H39AuF4N3